[1]
{
  "formula": "C23H38Cl2N6O3P2SeSiTi",
  "method": "the ωB97M-V functional and the def2-TZVPD basis",
  "symbols": ["Se", "Ti", "Cl", "Cl", "P", "P", "Si", "O", "O", "O", "N", "N", "N", "N", "N", "N", "C", "C", "C", "C", "C", "C", "C", "C", "C", "C", "C", "C", "C", "C", "C", "C", "C", "C", "C", "C", "C", "C", "C", "H", "H", "H", "H", "H", "H", "H", "H", "H", "H", "H", "H", "H", "H", "H", "H", "H", "H", "H", "H", "H", "H", "H", "H", "H", "H", "H", "H", "H", "H", "H", "H", "H", "H", "H", "H", "H", "H"],
  "positions_angstrom": [[2.564407, 2.048960, -0.384877], [0.243877, 0.640832, -0.224596], [-1.306847, 2.630576, -3.888928], [-1.332503, 3.349386, 1.490961], [0.539835, 0.026396, 3.152043], [-1.742145, -1.997846, 0.412381], [1.259691, -0.811314, -2.112773], [-0.780922, 0.278272, 3.783313], [-1.170384, -0.642021, -0.172196], [0.709270, 0.338811, 1.661883], [-3.025579, -1.432728, 1.396568], [0.991778, -1.558415, 3.428281], [-2.542757, -2.546834, -1.036291], [4.639068, 0.236088, 0.789153], [-0.540823, 1.989890, -1.043236], [1.804901, 0.879150, 3.870167], [-2.559540, 4.645959, -2.630442], [-3.238547, -3.798064, -0.848433], [3.899861, -0.515279, -3.312028], [2.581916, -0.060354, -3.262991], [-1.764772, 3.529025, -2.466490], [2.073904, -2.358380, -1.362434], [-3.268113, -2.087383, 2.663121], [0.001011, -2.549216, 3.786139], [-2.973670, 5.380220, -1.527585], [1.887018, 0.766544, 5.310043], [2.128873, -2.087672, 2.697556], [2.097636, 2.219194, 3.394083], [-1.784479, 3.846071, -0.111694], [2.242879, 1.004488, -4.104762], [-2.579363, 4.962813, -0.261757], [4.838193, 0.056752, -4.165087], [3.167369, 1.577037, -4.964617], [-3.337286, -1.591523, -1.781697], [4.474170, 1.102823, -4.999499], [-1.312349, 3.059740, -1.203797], [3.819910, 0.926172, 0.346589], [-0.048840, -1.460614, -3.327716], [-3.503037, -0.063223, 1.361041], [1.165930, 1.420061, 5.823835], [5.204441, 1.556153, -5.660991], [0.409712, -2.095342, -4.093992], [-2.760957, -3.055112, 2.679064], [-3.222096, 0.414103, 0.424362], [2.908764, -2.089443, -0.709424], [-2.890011, 5.503431, 0.623254], [-3.455996, -4.260596, -1.818068], [-0.825743, -2.064388, 4.300937], [2.873980, 2.408203, -5.596914], [1.237937, 1.410479, -4.060769], [1.823552, -2.542990, 1.747020], [-3.596063, 6.256987, -1.650575], [1.334783, -2.890458, -0.755602], [-2.893110, -1.487592, 3.499320], [4.211588, -1.320800, -2.656309], [-4.343564, -2.269703, 2.807085], [1.409743, 2.969005, 3.814633], [2.894800, 1.039705, 5.641263], [-4.195754, -3.676080, -0.310635], [2.039372, 2.255999, 2.309055], [-4.597836, -0.038670, 1.453972], [2.440355, -3.046022, -2.133185], [5.859309, -0.309652, -4.168116], [2.629410, -2.854882, 3.300107], [-2.615006, -4.485132, -0.271409], [-4.293394, -1.366578, -1.280030], [3.117063, 2.489648, 3.687979], [1.691205, -0.262540, 5.611622], [-3.563500, -1.993317, -2.776009], [-2.776820, -0.665252, -1.903405], [-3.065220, 0.520431, 2.179290], [2.845434, -1.299885, 2.477771], [-0.397046, -3.072173, 2.906257], [0.452509, -3.295564, 4.452798], [-0.801302, -2.039565, -2.786582], [-0.555105, -0.628941, -3.825105], [-2.854978, 4.932141, -3.631900]],
  "forces_ev_per_angstrom": [[0.01, 0.01, -0.08], [-0.09, 0.09, -0.06], [0.01, -0.01, -0.01], [-0.01, -0.02, 0.00], [0.01, 0.12, 0.04], [-0.01, 0.01, -0.28], [-0.01, -0.01, 0.00], [-0.08, -0.05, -0.02], [0.12, -0.16, 0.15], [-0.02, 0.00, -0.02], [-0.02, 0.06, 0.07], [0.06, -0.01, 0.01], [-0.03, -0.04, 0.12], [-0.03, -0.03, 0.03], [0.03, -0.04, 0.04], [-0.01, -0.05, 0.01], [0.00, 0.00, 0.00], [0.01, 0.02, -0.02], [0.01, 0.00, 0.01], [0.00, 0.00, 0.01], [0.00, -0.01, 0.01], [-0.01, 0.00, 0.00], [0.02, -0.03, -0.15], [0.00, -0.03, 0.00], [0.00, 0.00, 0.00], [0.00, -0.01, 0.00], [-0.04, -0.05, -0.02], [0.01, 0.00, 0.00], [0.03, 0.00, 0.01], [0.00, -0.01, 0.00], [0.00, 0.00, 0.00], [0.00, 0.00, 0.00], [0.00, 0.00, 0.00], [0.00, 0.01, 0.00], [0.00, 0.00, 0.00], [-0.03, 0.02, 0.00], [0.01, -0.01, 0.00], [0.01, -0.01, 0.01], [-0.02, 0.02, 0.01], [0.00, 0.00, 0.00], [0.00, 0.00, 0.00], [0.00, 0.00, 0.00], [-0.02, 0.02, 0.00], [0.01, -0.01, 0.00], [0.00, 0.00, 0.01], [0.00, 0.00, 0.00], [0.00, 0.00, 0.01], [0.04, 0.00, 0.01], [0.00, 0.00, 0.00], [-0.01, 0.01, 0.00], [0.00, -0.01, 0.00], [0.00, 0.00, 0.00], [0.00, -0.01, -0.01], [-0.02, 0.05, 0.07], [0.00, 0.00, 0.00], [0.03, 0.03, 0.03], [-0.01, 0.00, 0.00], [0.00, 0.00, 0.00], [-0.01, 0.00, -0.01], [-0.01, 0.02, 0.04], [0.00, 0.01, 0.00], [0.00, 0.00, 0.00], [0.00, 0.00, 0.00], [0.00, 0.00, 0.00], [0.00, 0.00, 0.00], [0.00, 0.00, 0.00], [0.00, 0.00, 0.00], [0.00, 0.00, 0.01], [0.01, 0.01, 0.00], [-0.01, 0.00, 0.00], [0.01, 0.02, 0.01], [0.03, 0.08, 0.00], [0.05, 0.01, 0.02], [0.01, 0.00, 0.01], [0.03, 0.01, -0.01], [0.00, 0.01, 0.00], [0.00, 0.00, 0.00]],
  "lowdin_charge": [0.587, 0.541, 0.656, 0.704, 0.354, 0.819, 0.534, -0.312, -0.599, -0.443, -0.377, -0.301, -0.408, 0.005, -0.164, -0.297, -0.160, -0.203, -0.108, -0.312, -0.601, -0.240, -0.183, -0.145, -0.141, -0.149, -0.111, -0.133, -0.593, -0.120, -0.153, -0.114, -0.108, -0.162, -0.129, -0.451, -0.838, -0.224, -0.136, 0.074, 0.082, 0.018, 0.049, 0.062, 0.010, 0.088, 0.066, 0.055, 0.089, 0.055, 0.069, 0.080, 0.003, 0.061, 0.087, 0.067, 0.078, 0.071, 0.066, -0.002, 0.071, 0.018, 0.087, 0.074, 0.053, 0.073, 0.078, 0.068, 0.074, 0.067, 0.068, 0.060, 0.041, 0.071, -0.008, 0.007, 0.085],
  "e_tot_ha": -6597.30495,
  "lumo_energy_ev": 4.550,
  "spin_multiplicity": 1,
  "gap_ev": 6.54,
  "total_charge": -2,
  "e_above_lowest_kcal_mol": 0.8
}

[2]
{
  "formula": "C28H26Br2N6O9P",
  "method": "the ωB97M-V functional and the def2-TZVPD basis",
  "symbols": ["Br", "Br", "P", "O", "O", "O", "O", "O", "O", "O", "O", "O", "N", "N", "N", "N", "N", "N", "C", "C", "C", "C", "C", "C", "C", "C", "C", "C", "C", "C", "C", "C", "C", "C", "C", "C", "C", "C", "C", "C", "C", "C", "C", "C", "C", "C", "H", "H", "H", "H", "H", "H", "H", "H", "H", "H", "H", "H", "H", "H", "H", "H", "H", "H", "H", "H", "H", "H", "H", "H", "H", "H"],
  "positions_angstrom": [[-3.616889, 3.213870, -0.320830], [2.462312, 2.936811, -0.802968], [-2.892300, 1.272383, 0.477378], [5.913717, 3.655741, -0.469004], [-3.465101, 0.119993, -0.560551], [11.438125, 2.351799, -1.249514], [11.974940, 1.105536, 0.417383], [-3.619233, -5.822283, 1.986387], [-5.566818, -6.325080, 2.747430], [-9.477754, -1.731811, -0.384466], [4.412016, 3.590399, -2.005788], [-10.881892, -0.630317, 0.813379], [-4.789542, -5.573065, 2.201401], [11.640298, 2.165752, -0.062332], [-0.298381, 0.206585, -0.105835], [5.542827, 3.341735, -1.570785], [-10.513154, -1.638186, 0.248471], [0.931898, 1.897452, -0.424002], [-6.249394, -1.827553, 0.905619], [0.956186, 0.579376, -0.378072], [-10.952263, -4.004138, -0.260873], [11.510824, 4.204077, 3.055754], [-6.616652, -3.931400, 2.008814], [11.459520, 3.304917, 0.847115], [-12.947141, -5.071428, 0.548364], [10.852636, 5.585500, 1.196433], [6.055027, 2.290930, -3.728672], [-0.632570, -1.227198, -0.008613], [11.083727, 5.427508, 2.556658], [-12.560131, -2.750705, 1.036669], [-1.094662, 1.301452, 0.042560], [-5.296932, -4.264220, 1.763551], [11.042682, 4.519793, 0.332204], [6.463385, 2.627061, -2.447264], [6.942266, 1.631859, -4.561044], [-4.443065, -3.399139, 1.105532], [-4.924301, -2.172633, 0.671909], [8.216826, 1.314299, -4.107001], [8.607428, 1.650282, -2.816286], [-7.091400, -2.703163, 1.575732], [-11.749702, -5.131488, -0.152316], [-13.353214, -3.881689, 1.138375], [-11.367058, -2.829080, 0.340779], [-0.305558, 2.394638, -0.181847], [7.728452, 2.311997, -1.977811], [11.700612, 3.132833, 2.198275], [12.030611, 2.180567, 2.586701], [9.599121, 1.400073, -2.465825], [10.930072, 6.260526, 3.230015], [8.034088, 2.575902, -0.975414], [10.522234, 6.539665, 0.809704], [-12.874466, -1.826079, 1.497926], [-11.436324, -6.058550, -0.612115], [-0.496445, -1.655703, -0.998474], [-13.565552, -5.955075, 0.635702], [-14.287275, -3.836731, 1.680953], [-6.629994, -0.873295, 0.563228], [10.864222, 4.642826, -0.726061], [-10.020916, -4.050450, -0.806027], [-7.273833, -4.614005, 2.527449], [0.033608, -1.736822, 0.679118], [-3.413264, -3.672612, 0.925679], [1.807426, -0.057375, -0.521483], [8.910049, 0.803895, -4.762272], [5.064837, 2.538419, -4.081832], [-3.698224, 0.575956, -1.386518], [11.693310, 4.084362, 4.114655], [6.642601, 1.367940, -5.565719], [-8.120238, -2.428608, 1.756876], [-0.610959, 3.422653, -0.174069], [-1.667363, -1.364516, 0.279150], [-4.267922, -1.482961, 0.148353]],
  "forces_ev_per_angstrom": [[0.36, -0.31, -0.22], [-0.37, -0.52, -0.18], [-0.28, -0.83, 1.27], [-0.13, -0.05, 0.12], [0.43, 1.73, -0.44], [-0.08, 0.02, -0.03], [-0.01, -0.05, 0.02], [0.04, 0.03, -0.02], [-0.05, 0.00, 0.02], [0.07, 0.00, -0.03], [0.37, 0.17, -0.14], [0.00, 0.04, 0.04], [0.05, -0.08, 0.04], [0.07, -0.03, -0.02], [0.62, -1.56, 0.32], [0.19, 0.07, 0.03], [-0.03, 0.06, -0.05], [1.52, 1.44, -0.04], [0.02, 0.06, -0.01], [-1.09, 0.53, 0.22], [0.18, -0.15, -0.12], [-0.05, 0.11, -0.08], [-0.22, -0.02, 0.07], [-0.04, 0.23, 0.15], [0.00, 0.00, 0.00], [0.02, -0.05, 0.12], [-0.20, 0.00, -0.17], [-0.18, 0.01, -0.44], [0.00, 0.00, 0.00], [-0.18, 0.13, 0.15], [-0.89, 0.82, -0.79], [-0.09, 0.20, -0.08], [-0.09, 0.15, -0.19], [0.11, -0.08, -0.27], [0.12, -0.03, 0.06], [0.18, 0.14, -0.12], [0.02, -0.06, 0.03], [-0.06, 0.03, 0.02], [0.00, -0.10, -0.14], [0.10, 0.02, -0.01], [-0.11, 0.03, 0.08], [0.07, -0.11, -0.07], [-0.15, -0.23, 0.01], [-0.63, -0.82, 0.28], [0.16, 0.05, 0.22], [0.06, -0.15, 0.21], [0.00, -0.05, -0.14], [0.00, 0.04, 0.03], [0.01, 0.00, -0.01], [-0.10, 0.06, 0.00], [0.01, -0.01, -0.02], [0.12, 0.06, -0.05], [0.02, 0.01, -0.01], [-0.11, -0.10, -0.02], [0.00, 0.01, -0.01], [0.00, 0.03, 0.00], [-0.04, -0.03, 0.00], [0.05, -0.13, -0.01], [0.02, 0.14, 0.04], [0.12, -0.10, 0.01], [0.00, 0.16, 0.21], [-0.04, -0.17, 0.06], [0.08, -0.06, -0.04], [0.00, 0.00, 0.01], [0.00, 0.08, 0.10], [-0.03, -0.53, -0.28], [0.01, -0.02, -0.01], [-0.02, 0.01, 0.01], [0.00, -0.02, 0.01], [0.40, 0.22, -0.10], [0.01, 0.08, 0.14], [-0.38, -0.49, 0.25]],
  "lowdin_charge": [0.374, 1.066, 0.591, 0.111, -0.400, 0.052, 0.092, 0.071, 0.089, 0.054, -0.214, 0.083, -0.355, -0.346, -0.083, -0.330, -0.353, -0.437, -0.058, -0.097, -0.005, -0.060, 0.008, -0.151, -0.064, -0.063, -0.001, 0.034, -0.065, -0.001, -0.390, -0.147, -0.008, -0.148, -0.055, -0.009, -0.072, -0.043, -0.043, -0.058, -0.062, -0.060, -0.152, -0.123, 0.012, -0.001, 0.121, 0.095, 0.110, 0.121, 0.110, 0.121, 0.110, 0.111, 0.110, 0.111, 0.110, 0.118, 0.119, 0.123, 0.108, 0.109, 0.164, 0.116, 0.119, 0.058, 0.111, 0.113, 0.099, 0.105, 0.070, 0.053],
  "e_tot_ha": -7577.06708,
  "lumo_energy_ev": -3.509,
  "spin_multiplicity": 1,
  "gap_ev": 7.96,
  "total_charge": 1
}

[3]
{
  "formula": "C4H6O2",
  "method": "the ωB97M-V functional and the def2-TZVPD basis",
  "symbols": ["O", "O", "C", "C", "C", "C", "H", "H", "H", "H", "H", "H"],
  "positions_angstrom": [[0.195737, 0.879652, -1.947891], [-1.264010, 0.462828, 1.241747], [1.423843, 0.115245, 0.018904], [-0.674417, 0.762035, -1.119263], [-1.009487, -0.878792, 0.908759], [-0.262821, 0.184619, 0.189228], [1.723249, -0.699624, 0.660084], [-1.685494, 1.137132, -1.347933], [-1.776261, -1.493251, 0.429987], [1.861519, -0.144893, -0.986032], [-0.457598, -1.388390, 1.704287], [1.925740, 1.063440, 0.248124]],
  "forces_ev_per_angstrom": [[-0.94, 0.54, -0.90], [1.52, 0.46, -0.25], [-0.90, -0.03, 1.14], [0.41, -0.11, -0.75], [0.31, -0.23, -0.33], [1.38, -0.77, -1.04], [0.37, 0.14, 0.65], [-0.16, -0.24, 0.47], [-0.10, 0.46, 0.10], [-1.53, 0.14, 0.87], [-0.01, -0.10, -0.37], [-0.34, -0.26, 0.41]],
  "lowdin_charge": [0.028, -0.016, 0.015, -0.188, -0.119, -0.304, 0.049, 0.138, 0.119, 0.088, 0.119, 0.072],
  "e_tot_ha": -306.38537,
  "lumo_energy_ev": 0.710,
  "spin_multiplicity": 1,
  "gap_ev": 10.75,
  "e_above_lowest_kcal_mol": 75.9
}